A molecular structure, C21H29F9NO3P2Zr in a non-equilibrium geometry, computed with ωB97M-V with the def2-TZVPD basis set.

Properties
relative energy (zero: lowest compared OMol25 entry of this formula, charge and spin)	3.803	eV
gap between HOMO and LUMO	7.550	eV
maximum force	8.5	eV/Å
charge	+1

Geometry as XYZ:
```
66
Properties=species:S:1:pos:R:3:forces:R:3
Zr 0.1358 0.3117 -0.3236 1.21 -2.46 4.07
P -1.4496 1.3367 0.9464 -5.76 5.12 3.53
P 1.2338 -0.9024 -1.9284 3.59 -4.16 -6.20
F -1.0643 -3.9847 2.5293 0.56 1.54 -1.57
F -0.5062 -2.6201 4.5126 0.44 1.89 -1.48
F -0.4550 -0.4400 4.6651 0.22 -1.47 -1.61
F -1.0768 -3.0883 0.4929 0.77 0.30 1.55
F 1.1506 -1.4925 3.5824 -2.45 0.22 0.09
F -3.6117 -0.9019 2.8441 1.62 -1.23 -0.86
F 0.7362 -3.0960 1.7260 -1.39 0.55 -0.13
F -2.8681 -2.8231 3.5382 0.43 1.82 -1.85
F -3.2346 -2.5082 1.3647 1.09 1.34 1.88
O 2.6318 2.7603 -1.8410 -0.31 -0.66 0.86
O 1.9043 2.0782 -4.3792 -0.28 0.53 0.74
O -0.5681 -0.7161 1.2410 -1.50 -2.84 2.47
N -1.4952 0.1055 -1.7258 -2.25 -0.42 -2.29
C -2.9849 0.6117 0.1535 0.04 -0.27 0.18
C 0.2095 -0.4364 -3.4127 0.19 0.17 -0.15
C -1.2311 -0.2165 -3.0270 -0.92 0.13 -0.16
C -2.7167 -1.9125 2.5058 -2.23 -0.41 1.53
C -0.6159 -2.9012 1.7874 0.43 -2.98 -0.35
C -1.6914 3.1610 0.8475 -0.44 -0.03 0.12
C -1.6437 0.9645 2.7353 -0.15 1.25 0.01
C 1.7375 0.5553 0.9535 3.47 0.99 1.69
C -2.2721 -0.2899 -3.9652 0.19 0.04 0.16
C 2.4484 -0.5490 1.4893 0.53 0.32 0.00
C -2.7739 0.3588 -1.3221 -0.31 -0.11 -0.69
C 4.0311 0.8946 2.6519 -0.46 -0.06 -0.33
C -3.8357 0.3271 -2.2348 0.25 -0.03 0.17
C 3.5733 -0.3880 2.3134 -0.08 -0.08 -0.17
C 2.9729 -0.5848 -2.4171 0.03 0.15 0.07
C 2.2216 1.8384 1.3203 0.54 -0.07 0.21
C 1.1321 -2.7397 -1.8320 -0.21 -0.06 0.18
C 3.3411 2.0089 2.1525 -0.16 0.09 0.04
C -0.2061 -1.4812 3.7855 0.55 0.06 2.37
C -1.0678 -1.4460 2.3520 1.77 -5.15 -2.13
C -3.5838 -0.0051 -3.5718 0.40 0.01 0.32
H 2.1000 -1.5630 1.2593 0.37 0.45 0.13
H -0.7653 1.3768 3.2597 -0.38 -0.08 -0.25
H -3.9019 1.1989 0.3359 0.46 -0.20 -0.02
H 1.7135 2.7309 0.9338 0.28 -0.23 0.16
H 0.5199 1.7871 -1.0823 0.21 2.41 -1.03
H 1.5194 -3.2221 -2.7470 -0.16 0.33 0.37
H 0.6642 0.5260 -3.7548 -0.25 -0.43 0.03
H -1.7247 3.4452 -0.2169 -0.01 -0.03 0.38
H 0.0787 -3.0199 -1.6708 0.42 -0.04 -0.09
H -2.0398 -0.5526 -5.0013 -0.10 0.10 0.42
H -1.6339 -0.1299 2.8610 -0.84 2.95 0.67
H 4.0927 -1.2736 2.7000 -0.22 0.39 -0.16
H 3.6200 -0.9315 -1.5937 -0.25 0.12 -0.30
H -4.8508 0.5437 -1.8898 0.42 -0.08 -0.14
H -2.6114 3.4926 1.3609 0.40 -0.02 -0.24
H 4.9074 1.0230 3.2968 -0.39 -0.06 -0.30
H -0.8155 3.6512 1.3051 -0.34 -0.18 -0.16
H 0.2919 -1.1519 -4.2502 0.02 0.24 0.40
H 3.3088 2.4771 -1.1996 -0.19 0.31 -0.37
H -2.5670 1.3957 3.1598 0.44 -0.17 -0.20
H 1.7936 2.3507 -1.4687 0.80 0.65 -0.38
H 3.0943 0.5025 -2.5301 0.07 -0.45 -0.04
H -4.4022 -0.0442 -4.2977 0.34 0.01 0.30
H 2.3249 2.3414 -3.5164 -0.17 -0.12 -0.76
H -3.1052 -0.3699 0.6533 -0.17 0.59 -0.48
H 3.6768 3.0217 2.4084 -0.14 -0.46 -0.09
H 1.2472 2.7846 -4.5116 0.42 -0.32 -0.14
H 1.7152 -3.0783 -0.9592 -0.23 0.09 -0.34
H 3.2418 -1.1019 -3.3537 -0.20 0.20 0.38
```
Forces are in eV/Å.

A molecular structure, C21H33CdN9O, computed with ωB97M-V with the def2-TZVPD basis set.

Properties
relative energy (zero: lowest compared OMol25 entry of this formula, charge and spin)	4.097	eV
gap between HOMO and LUMO (alpha / beta)	8.052 / 6.847	eV
maximum force	0.1	eV/Å
charge	+2

Geometry as XYZ:
```
65
Properties=species:S:1:pos:R:3:forces:R:3
Cd -0.1176 0.3027 -0.4529 0.07 0.02 0.03
O -0.0075 1.4453 -2.6977 -0.01 0.13 0.01
N 1.0218 -1.4288 0.7734 0.00 0.02 -0.01
N 0.1686 0.4256 -4.7193 0.00 -0.02 -0.03
N -1.5360 2.1383 -0.2712 -0.04 -0.05 0.00
N 0.0090 -3.0893 -2.7106 -0.02 -0.01 0.00
N -0.0057 -0.7989 -2.7005 0.01 -0.06 0.04
N 0.8783 2.4206 1.6747 0.03 -0.03 -0.01
N 0.4186 1.1753 1.7650 -0.02 0.01 -0.07
N 2.2062 1.3407 -0.6835 0.01 -0.02 0.02
N -1.7936 -1.3694 0.1914 -0.03 -0.01 0.08
C -0.1311 3.4235 1.3483 0.01 -0.02 0.06
C -0.8746 -1.2434 2.4379 -0.09 -0.02 0.03
C 0.0473 0.3935 -3.3491 -0.01 -0.02 -0.01
C -0.7672 3.3780 -0.0386 0.00 0.01 -0.02
C -2.5430 -1.9430 -0.7550 0.03 0.03 -0.04
C -0.3173 -1.4685 4.9177 0.05 0.04 0.03
C 0.7375 -0.5691 5.0063 -0.05 -0.04 0.04
C 0.6545 -1.1650 2.1848 0.06 -0.03 0.05
C 0.2006 1.7320 -5.3859 0.00 -0.02 0.01
C -3.1367 -3.1832 -0.6077 0.00 0.00 -0.01
C -1.6274 -2.0100 1.3669 -0.03 -0.05 0.00
C -2.1469 -3.2829 1.5638 0.04 0.04 0.03
C -1.1260 -1.7363 3.8360 -0.01 0.01 -0.06
C 2.2806 2.7185 1.4015 -0.04 -0.01 0.03
C 1.1845 0.2202 2.5529 -0.03 0.04 -0.12
C 0.0720 -1.9382 -3.3885 -0.01 0.01 0.01
C 1.0199 0.5574 4.0600 0.04 0.01 0.02
C 2.6044 2.6330 -0.0893 0.06 0.02 -0.02
C -2.9100 -3.8760 0.5698 -0.01 -0.01 -0.02
C 0.2220 -1.9375 -4.8034 0.00 0.00 0.01
C 0.2576 -0.7356 -5.4165 0.00 0.00 -0.01
H -0.5398 -2.0208 5.8244 0.00 -0.01 0.00
H 0.3030 1.5688 -6.4544 0.00 0.01 0.00
H -0.9144 3.3333 2.1041 -0.01 0.01 -0.02
H -3.7529 -3.5903 -1.3966 0.00 0.00 -0.01
H -0.0265 3.4521 -0.8337 0.01 0.01 0.01
H -2.2238 2.0073 0.4660 0.01 0.01 0.00
H 1.0435 2.3125 -5.0195 -0.01 0.01 0.00
H -0.7204 2.2718 -5.1812 0.01 0.01 0.00
H 2.2422 1.4298 -1.6943 -0.02 -0.01 0.00
H 1.1373 -1.8977 2.8335 0.01 0.00 -0.02
H 1.9098 1.0906 4.3954 -0.01 0.01 -0.01
H 2.0804 3.4217 -0.6274 0.00 0.00 0.01
H -1.2624 -0.2214 2.3504 0.03 0.00 -0.01
H 2.2532 0.2202 2.3052 0.01 -0.02 0.03
H 2.5052 3.7244 1.7560 -0.02 0.00 0.01
H 1.2997 -0.5658 5.9306 0.02 0.00 -0.01
H 0.3317 4.4012 1.4838 -0.01 0.01 -0.03
H -1.9663 -3.7999 2.4946 -0.01 -0.01 0.00
H 0.3548 -0.6371 -6.4887 0.00 0.00 0.00
H -2.6608 -1.3804 -1.6744 -0.01 0.00 0.00
H -0.2559 -3.0775 -1.7405 0.00 -0.01 0.00
H -3.3326 -4.8604 0.7208 0.00 0.00 0.01
H 0.7224 -2.3635 0.5125 -0.02 0.00 0.02
H 2.9058 2.0386 1.9763 0.02 0.00 -0.01
H 3.6740 2.8248 -0.2135 -0.02 0.00 0.00
H -2.0489 2.2272 -1.1431 0.02 0.01 -0.01
H 2.8943 0.6343 -0.4395 0.01 0.01 -0.01
H -2.0056 -2.3418 4.0040 0.00 -0.01 0.01
H 0.1977 1.2781 4.1371 -0.02 -0.03 -0.02
H 2.0361 -1.4429 0.7083 -0.01 0.03 -0.02
H 0.0004 -3.9708 -3.1944 0.00 0.00 0.00
H 0.2883 -2.8534 -5.3689 0.00 -0.01 0.00
H -1.4119 4.2576 -0.1132 0.00 0.00 0.00
```
Forces are in eV/Å.

A molecular structure, C4H10NO in a non-equilibrium geometry, computed with ωB97M-V with the def2-TZVPD basis set.

Properties
relative energy (zero: lowest compared OMol25 entry of this formula, charge and spin)	25.657	eV
gap between HOMO and LUMO	2.422	eV
maximum force	7.8	eV/Å
charge	+1

Geometry as XYZ:
```
16
Properties=species:S:1:pos:R:3:forces:R:3
O -0.0077 -0.2093 -0.9327 -0.54 0.71 2.88
N 2.2577 1.6208 1.0050 -0.44 -1.52 -3.14
C -3.1675 0.6233 0.8011 -1.42 -1.01 0.85
C 2.2011 1.0954 -0.0718 2.23 2.59 1.64
C 0.8580 -0.3623 -0.0382 -4.25 -1.85 -1.70
C 1.9419 -0.3003 -1.3204 4.28 -6.22 2.07
H -3.1262 -1.3046 -0.1941 0.22 2.03 0.22
H -3.1139 1.7368 0.7177 0.59 -0.88 -0.39
H 0.2358 -0.6126 1.2133 3.15 0.67 -3.36
H -4.0960 0.3538 1.2848 -0.76 0.30 -0.24
H 3.1695 -0.5778 -1.2670 -3.27 0.95 0.26
H 1.5139 -1.4823 -2.1492 0.61 3.67 1.71
H 2.8930 -2.0125 0.2369 -0.18 0.96 -0.85
H -2.5210 0.0852 1.4746 1.21 0.38 -0.27
H 4.2439 1.1162 -0.4811 -1.78 -0.10 0.55
H -3.2826 0.2301 -0.2790 0.33 -0.67 -0.23
```
Forces are in eV/Å.

A molecular structure, C2H3ClN2 in a non-equilibrium geometry, computed with ωB97M-V with the def2-TZVPD basis set.

Properties
relative energy (zero: lowest compared OMol25 entry of this formula, charge and spin)	2.637	eV
gap between HOMO and LUMO	10.550	eV
maximum force	4.6	eV/Å
charge	0

Geometry as XYZ:
```
8
Properties=species:S:1:pos:R:3:forces:R:3
Cl 0.4550 2.0307 -0.0463 -0.67 -0.08 -0.36
N -1.2222 -0.0969 -0.3253 -0.43 2.24 -0.40
N 2.3299 -1.3173 0.0372 1.77 -1.29 -0.17
C -0.1607 0.4621 0.4163 2.78 -2.40 -1.74
C 1.3572 -0.7309 -0.0161 -3.34 2.99 1.22
H 0.0224 0.4511 1.5134 -1.17 -0.77 -0.90
H -1.4491 0.2943 -1.2898 0.90 -0.55 2.09
H -1.3326 -1.0931 -0.2893 0.16 -0.13 0.26
```
Forces are in eV/Å.